{
  "formula": "C32H22BrClIN3O4S2Zr",
  "method": "ωB97M-V/def2-TZVPD",
  "relative_energy_ev": 0.833,
  "mol_weight_g_mol": 910.16,
  "homo_energy_ev": -7.5299,
  "charge": 0,
  "species": ["I", "Zr", "Br", "Cl", "S", "S", "O", "O", "O", "O", "N", "N", "N", "C", "C", "C", "C", "C", "C", "C", "C", "C", "C", "C", "C", "C", "C", "C", "C", "C", "C", "C", "C", "C", "C", "C", "C", "C", "C", "C", "C", "C", "C", "C", "C", "H", "H", "H", "H", "H", "H", "H", "H", "H", "H", "H", "H", "H", "H", "H", "H", "H", "H", "H", "H", "H", "H"],
  "xyz": [[-1.667, -0.027, 2.934], [-0.467, 0.580, 0.075], [3.047, -5.834, 1.563], [1.507, 3.194, -6.761], [-2.501, 2.412, 0.570], [-1.599, 5.249, 0.087], [0.252, -1.341, 0.425], [-0.187, -0.549, -1.994], [1.642, 0.179, -0.303], [-0.341, 2.020, -1.345], [1.347, -0.040, 2.454], [-0.058, 3.464, 1.016], [0.385, 2.251, 1.382], [0.951, 2.827, -5.163], [4.876, -2.456, 0.009], [0.721, 1.529, -4.803], [-4.522, -3.440, 0.911], [3.351, -4.113, 0.819], [3.824, -1.575, -0.156], [0.746, 3.867, -4.241], [-2.827, -1.576, 1.989], [1.416, -0.997, 0.079], [1.522, 2.266, 2.022], [4.645, -3.729, 0.503], [3.238, 1.096, 3.394], [-3.362, 5.221, -0.327], [0.080, 2.259, -2.537], [-2.894, -0.444, -1.545], [-3.392, -2.519, 2.803], [2.069, 1.080, 2.613], [2.825, -1.196, 3.923], [0.146, -0.144, -3.112], [-4.245, -3.481, 2.247], [-3.801, -1.380, -2.075], [-2.432, -0.505, -0.240], [2.532, -1.974, 0.167], [0.313, 3.594, -2.972], [2.283, -3.254, 0.646], [3.608, -0.055, 4.060], [-3.949, -2.461, 0.071], [-4.293, -2.386, -1.293], [-3.029, -1.499, 0.596], [0.312, 1.217, -3.493], [1.716, -1.132, 3.100], [-1.289, 3.598, 0.586], [0.152, 4.388, -2.255], [0.863, 0.726, -5.510], [-3.209, -2.504, 3.865], [0.928, 4.888, -4.543], [-3.954, 5.320, 0.577], [0.350, -0.888, -3.905], [4.487, -0.076, 4.687], [-5.216, -4.146, 0.477], [2.010, 3.223, 2.204], [1.064, -1.984, 2.966], [-4.083, -1.309, -3.117], [-2.554, 0.357, -2.209], [1.267, -3.541, 0.869], [-4.962, -3.130, -1.700], [3.810, 2.006, 3.489], [5.880, -2.149, -0.236], [-3.589, 4.277, -0.816], [3.062, -2.099, 4.460], [5.462, -4.419, 0.643], [3.967, -0.573, -0.532], [-4.696, -4.216, 2.895], [-3.543, 6.055, -0.998]],
  "mulliken_charge": [0.232, -0.995, -0.185, -0.233, -0.332, -0.042, -0.348, -0.417, -0.744, 0.754, 0.484, -1.517, 1.167, 0.138, -0.835, -1.002, -0.884, -0.249, -0.453, -0.728, 0.034, 1.612, -0.831, -0.359, -1.089, -0.796, 0.302, -0.629, -0.657, 0.884, -0.958, -0.401, -0.575, -1.228, 0.953, 0.212, -0.833, -0.215, -0.355, 1.047, -0.860, 0.557, 0.908, -0.154, 0.490, 0.337, 0.429, 0.434, 0.452, 0.282, 0.276, 0.440, 0.376, 0.345, 0.552, 0.425, 0.393, 0.700, 0.368, 0.481, 0.427, 0.239, 0.468, 0.437, 0.495, 0.400, 0.373]
}


{
  "formula": "C3H8N2O2S",
  "method": "ωB97M-V/def2-TZVPD",
  "relative_energy_ev": 3.559,
  "mol_weight_g_mol": 136.18,
  "homo_energy_ev": -8.8412,
  "charge": 0,
  "smiles": "CS[C@H](N)C[N+](=O)[O-]",
  "species": ["S", "O", "O", "N", "N", "C", "C", "C", "H", "H", "H", "H", "H", "H", "H", "H"],
  "xyz": [[0.352, 1.153, 1.129], [-2.299, 0.650, -1.032], [-2.821, -0.506, 0.713], [-2.082, -0.183, -0.187], [1.341, -1.350, 0.548], [0.120, -0.656, 0.841], [1.084, 1.880, -0.355], [-0.783, -0.892, -0.388], [1.778, -1.383, -0.355], [1.557, 2.839, -0.082], [-1.148, -1.834, -0.654], [-0.485, -1.139, 1.765], [1.650, 1.107, -0.880], [-0.443, -0.528, -1.250], [0.245, 2.091, -1.140], [1.934, -1.249, 1.328]],
  "mulliken_charge": [-0.085, -0.557, -0.570, 1.002, -0.523, 0.046, -0.666, -1.073, 0.221, 0.314, 0.438, 0.298, 0.203, 0.525, 0.202, 0.224]
}


{
  "formula": "C4H2BrF3N2",
  "method": "ωB97M-V/def2-TZVPD",
  "relative_energy_ev": 1.349,
  "mol_weight_g_mol": 214.97,
  "homo_energy_ev": -9.2960,
  "charge": 0,
  "species": ["Br", "F", "F", "F", "N", "N", "C", "C", "C", "C", "H", "H"],
  "xyz": [[1.243, 0.540, 2.312], [1.113, 2.555, -0.391], [2.377, 0.956, -1.237], [0.633, 1.605, -2.327], [-0.014, 0.165, -0.202], [-0.882, -0.578, -0.883], [0.092, -0.261, 1.048], [-0.816, -1.238, 1.264], [1.129, 1.474, -1.183], [-1.440, -1.358, -0.039], [-1.144, -1.853, 2.032], [-2.293, -2.007, -0.393]],
  "mulliken_charge": [-0.153, -0.168, -0.180, -0.143, 0.392, -0.762, -0.118, -0.490, 0.791, 0.027, 0.440, 0.363]
}


Number 2 is which compound?
C3H8N2O2S